Below is one molecule with the formula C19H32BCl4OP, with properties calculated with ωB97M-V with the def2-TZVPD basis set.

E_HOMO	-8.8	eV
strongest force on any atom	4.1	eV/A
energy above the lowest of the compared OMol25 structures with the same formula, charge and spin	34.1	kcal per mole
total energy	-3025.46134	Eh
orbital gap	8.0	eV

Last column: natural (NBO) charge in e.
Atoms and positions in Å:
Cl -1.53944 -0.79314 3.50044  -0.235
B -1.63533 0.36733 2.08090  0.443
Cl -3.44709 0.49083 1.43899  -0.318
Cl -0.99359 2.10082 2.38565  -0.262
O -0.77382 -0.25290 1.01005  -0.795
C -0.70804 0.43681 -0.14016  -0.035
C 0.54019 1.27304 -0.22041  -0.107
C 0.57201 2.43438 -1.01525  -0.178
C 1.68996 3.28033 -1.00623  -0.229
C 2.78237 2.95764 -0.17680  -0.039
Cl 4.12681 4.02562 -0.08794  0.020
C 2.74487 1.82947 0.67255  -0.244
C 1.62929 0.99461 0.64019  -0.116
H -1.64896 1.05743 -0.23703  0.233
H -0.27693 2.66984 -1.66385  0.203
H 1.70562 4.20100 -1.57259  0.231
H 3.53229 1.66006 1.38017  0.231
H 1.57380 0.14079 1.30756  0.231
C -3.93041 -0.49155 -5.44576  -0.604
C -2.73365 -0.76656 -4.50420  -0.395
C -2.59756 0.27493 -3.40036  -0.414
C -1.16761 0.20967 -2.74188  -0.629
P -0.98134 -1.14424 -1.39201  1.241
C 0.59148 -1.91123 -0.88654  -0.720
C 1.25497 -2.91135 -1.91737  -0.391
C 0.43394 -4.14278 -2.34829  -0.400
C 1.27554 -5.07903 -3.24053  -0.604
C -2.37116 -1.79606 -0.31415  -0.716
C -2.62417 -3.32090 -0.18835  -0.398
C -3.72039 -3.70369 0.88296  -0.387
C -3.32215 -3.46218 2.32970  -0.628
H -3.92155 -1.19656 -6.29356  0.217
H -4.87527 -0.61205 -4.90328  0.209
H -3.87725 0.54296 -5.82251  0.205
H -2.81891 -1.77677 -4.04975  0.197
H -1.81487 -0.77311 -5.11664  0.193
H -2.71221 1.27035 -3.87310  0.219
H -3.42137 0.15868 -2.68092  0.220
H -0.42461 0.07045 -3.62288  0.251
H -0.92759 1.24841 -2.24586  0.265
H 1.33107 -1.08529 -0.71328  0.273
H 0.46173 -2.42127 0.09542  0.280
H 1.50817 -2.34787 -2.83006  0.198
H 2.21667 -3.27958 -1.49532  0.215
H 0.07598 -4.69770 -1.46247  0.204
H -0.46894 -3.79109 -2.89247  0.190
H 0.73824 -6.01336 -3.43566  0.217
H 1.49205 -4.59914 -4.20246  0.205
H 2.23086 -5.31076 -2.75223  0.207
H -2.14612 -1.45213 0.71458  0.343
H -3.29295 -1.29037 -0.63900  0.254
H -2.95538 -3.71680 -1.17255  0.199
H -1.69169 -3.83987 0.12218  0.197
H -4.64558 -3.15186 0.66638  0.201
H -3.94140 -4.77634 0.74122  0.203
H -4.10239 -3.80132 3.02403  0.215
H -2.40302 -4.00306 2.58674  0.198
H -3.13728 -2.39118 2.53292  0.236

---

Below is a 18-piece molecular cluster, C34H106BO34 overall, with properties calculated with ωB97M-V with the def2-TZVPD basis set.

total charge	-1
E_HOMO	-7.2	eV
strongest force on any atom	4.0	eV/A
energy above the lowest of the compared OMol25 structures with the same formula, charge and spin	46.7	kcal per mole
total energy	-3941.63980	Eh
orbital gap	8.5	eV

Last column: Mulliken charge in e.
Atoms and positions in Å:
B -0.11455 0.12909 -0.24157  5.579
H -0.82416 0.21945 -1.04937  -1.077
H -0.43958 -0.65639 0.42296  -0.181
H 0.85937 -0.11023 -0.63961  -0.820
H -0.04818 1.05694 0.30519  0.079
C 1.84315 -6.22188 3.49051  -0.224
C 1.47884 -5.91651 2.02017  0.165
O 2.46229 -6.38209 1.06098  -0.557
O 2.99544 -5.56563 4.01769  -0.462
H 1.85936 -7.30919 3.56539  0.226
H 1.02655 -5.79976 4.07624  0.079
H 1.21700 -4.85940 1.97504  -0.113
H 0.53617 -6.42653 1.82179  0.399
H 2.31243 -7.31587 0.89611  0.308
H 2.85150 -5.55798 4.96681  0.315
C 2.56703 4.02226 0.18930  0.928
C 2.87452 5.43154 0.57126  -0.373
O 4.24790 5.57164 0.46013  -0.605
O 2.68148 3.89634 -1.23111  -0.667
H 1.54545 3.80953 0.50432  -0.469
H 3.22694 3.32045 0.69927  -0.122
H 2.56688 5.69060 1.58434  0.174
H 2.46415 6.22412 -0.05445  0.275
H 4.50970 4.89944 -0.17329  0.371
H 2.45510 3.02589 -1.56678  0.467
C -5.92364 0.98593 -3.58982  -0.263
C -5.45454 1.67498 -4.90352  -0.615
O -4.07422 2.02273 -5.02499  -0.595
O -5.94845 1.80250 -2.37089  -0.657
H -5.14643 0.31423 -3.22531  0.125
H -6.87395 0.46931 -3.72443  0.394
H -5.95937 2.60531 -5.16380  0.385
H -5.63485 0.93142 -5.67986  0.306
H -3.56090 1.28000 -4.69871  0.081
H -5.12428 2.29368 -2.33783  0.547
C -0.88763 4.38504 3.13496  0.509
C -2.20646 3.86557 3.60653  0.004
O -3.26935 4.71321 3.05351  -0.541
O -0.73852 5.65202 3.65748  -0.586
H -0.85759 4.40597 2.04557  -0.242
H -0.19149 3.61030 3.45631  0.105
H -2.31725 3.91081 4.68993  0.307
H -2.22237 2.87424 3.15362  -0.256
H -3.15900 5.61689 3.35809  0.328
H 0.19358 5.65307 3.88720  0.402
C 5.73678 0.76476 1.15589  0.588
C 7.20758 0.80689 1.43838  -0.797
O 7.49561 1.45251 2.58040  -0.572
O 5.03717 -0.14769 1.94834  -0.647
H 5.51179 0.65669 0.09486  -0.406
H 5.35884 1.72348 1.51101  0.400
H 7.73643 1.34371 0.65082  0.343
H 7.59748 -0.21095 1.43041  0.337
H 7.00093 0.99378 3.26337  0.352
H 4.11122 0.08588 2.04662  0.115
C 4.58358 0.05820 -2.56300  -0.315
C 3.21244 0.68338 -2.74735  -0.438
O 2.57673 1.31000 -1.68254  0.263
O 5.65004 1.00953 -2.47548  -0.690
H 4.77445 -0.57448 -3.42982  0.447
H 4.65603 -0.58968 -1.68944  -0.050
H 2.50024 0.15002 -3.37697  0.101
H 3.41895 1.49885 -3.44051  0.493
H 1.99232 0.60433 -1.39602  -0.348
H 6.46456 0.64038 -2.12637  0.337
C -4.09554 -4.97456 1.87112  -0.422
C -2.82336 -5.62076 2.41402  0.128
O -2.55709 -5.40686 3.77887  -0.582
O -3.88953 -3.60682 1.77144  -0.433
H -4.80042 -5.25269 2.65464  0.324
H -4.51053 -5.31521 0.92253  0.422
H -1.91173 -5.20259 1.98722  -0.438
H -2.84720 -6.69112 2.20943  0.413
H -2.16736 -4.55332 3.98179  0.305
H -3.13155 -3.57023 1.18346  0.100
C -3.41026 3.68851 -0.76953  -0.647
C -2.50847 2.55132 -0.33895  0.730
O -1.42679 2.38198 -1.29012  2.047
O -3.90988 3.47104 -2.09945  -0.667
H -2.97660 4.68844 -0.78271  -0.403
H -4.12943 3.71230 0.04920  0.516
H -3.12991 1.65725 -0.38936  0.161
H -2.17471 2.60794 0.69715  -0.527
H -0.84161 1.76184 -0.84901  -2.218
H -3.19718 3.34846 -2.73083  0.278
C -1.61965 6.86850 -0.52415  0.043
C -1.31511 7.10152 -2.00925  0.193
O -1.89592 8.27357 -2.48888  -0.568
O -0.98303 7.78497 0.41929  -0.541
H -1.33660 5.85613 -0.23593  -0.263
H -2.69979 6.85076 -0.37894  0.398
H -1.74424 6.24097 -2.52246  -0.117
H -0.24366 7.11971 -2.20872  0.232
H -1.45702 9.03265 -2.09803  0.327
H -1.46765 8.61264 0.37804  0.318
C -0.34016 3.74585 -4.43658  -0.354
C -0.65368 2.57119 -5.38221  0.262
O -1.72767 2.80224 -6.28432  -0.655
O -1.42297 3.96953 -3.55761  -0.688
H -0.31828 4.71546 -4.93405  0.303
H 0.57120 3.58376 -3.86103  0.164
H -0.97172 1.64078 -4.91178  -0.508
H 0.27142 2.32935 -5.90547  0.488
H -2.56562 2.80872 -5.81591  0.509
H -1.46543 3.29357 -2.87727  -0.191
C -2.87353 -2.04592 -4.22326  -0.554
C -1.95186 -0.80249 -4.06724  -0.089
O -2.59952 0.23866 -3.40217  0.832
O -4.12653 -1.83804 -4.90074  -0.557
H -3.11535 -2.25540 -3.18126  0.103
H -2.21104 -2.83400 -4.58122  0.351
H -1.45822 -0.45495 -4.97479  0.618
H -1.12173 -1.06099 -3.40986  -0.428
H -2.43411 0.24849 -2.45658  -0.594
H -4.13250 -1.62358 -5.83646  0.355
C -0.73088 -3.87090 -0.70010  -0.514
C 0.75766 -3.53389 -0.53018  -0.019
O 1.05260 -2.45960 -1.28885  0.152
O -1.46047 -2.96362 0.09287  -0.657
H -0.97261 -4.85277 -0.29318  0.549
H -1.01870 -3.78164 -1.74762  -0.150
H 1.33649 -4.35374 -0.95551  0.442
H 1.09559 -3.47046 0.50417  -0.464
H 0.59894 -1.66956 -0.98613  -1.014
H -1.16006 -2.06496 -0.06131  0.025
C 1.28105 -2.74130 -4.89076  0.252
C 2.66654 -3.21685 -4.50203  -0.288
O 2.82591 -4.42563 -3.84396  -0.607
O 0.67121 -3.48388 -6.00036  -0.607
H 1.25341 -1.67563 -5.11809  0.297
H 0.55203 -2.69498 -4.08175  -0.253
H 3.11247 -2.53342 -3.77942  0.086
H 3.33671 -3.21124 -5.36164  0.428
H 2.03294 -4.48882 -3.30655  0.336
H 0.60776 -4.41021 -5.75648  0.346
C -4.69965 -1.17884 3.89343  -0.397
C -3.61836 -0.40352 3.08232  0.310
O -2.77251 0.16030 4.01159  -0.483
O -5.56583 -1.83807 2.99306  -0.588
H -5.30948 -0.53759 4.52984  0.345
H -4.09798 -1.80552 4.55173  0.056
H -4.12118 0.34687 2.47226  0.377
H -3.03310 -1.13131 2.52027  -0.329
H -1.97743 0.39010 3.52513  0.397
H -5.04073 -2.49991 2.53718  0.506
C -1.21785 -2.37259 4.94479  0.485
C -1.83078 -1.98622 6.28086  -0.581
O -0.77046 -1.72574 7.21963  -0.562
O -0.69313 -3.71026 4.97128  -0.520
H -0.32549 -1.75741 4.82921  0.416
H -1.84686 -2.30810 4.05693  -0.301
H -2.56036 -2.72388 6.61502  0.297
H -2.33007 -1.01730 6.28124  0.283
H -0.14144 -2.44604 7.30401  0.306
H -0.04061 -3.79001 5.67088  0.294
C 5.49569 -3.60860 1.74655  -0.594
C 4.77326 -3.27713 0.42494  0.684
O 4.30824 -4.43783 -0.17871  -0.536
O 6.87800 -3.97710 1.66105  -0.574
H 4.98855 -4.38343 2.32147  0.269
H 5.28656 -2.81601 2.46499  0.261
H 5.49806 -2.85421 -0.27069  0.238
H 4.05963 -2.49895 0.69565  -0.337
H 3.55328 -4.75870 0.31996  0.156
H 6.76700 -4.90507 1.44166  0.337
C 0.86852 0.56681 3.17344  -1.111
C 1.84955 1.11627 2.21661  0.497
O 2.26942 0.16384 1.30085  0.561
O -0.45952 0.58292 2.61388  -0.221
H 0.92524 1.14607 4.09504  0.597
H 1.13541 -0.45301 3.45063  -0.015
H 2.73860 1.44932 2.75213  1.109
H 1.41948 2.04880 1.85121  -0.917
H 1.54278 -0.01721 0.70017  -0.213
H -0.31517 0.20021 1.74538  -1.265

---

Below is one molecule with the formula C7H11I, with properties calculated with ωB97M-V with the def2-TZVPD basis set.

SMILES	C=CC(=C)C(C)(C)I
E_HOMO	-9.0	eV
strongest force on any atom	3.9	eV/A
energy above the lowest of the compared OMol25 structures with the same formula, charge and spin	45.0	kcal per mole
total energy	-570.91630	Eh
orbital gap	9.3	eV

Last column: natural (NBO) charge in e.
Atoms and positions in Å:
C 0.18296 -2.91207 0.07098  -0.344
C 0.04980 -1.69295 -0.44693  -0.261
C 0.35192 -0.45667 0.21552  -0.078
C 1.34507 -0.32389 1.03911  -0.391
C -0.58649 0.82478 -0.05618  0.013
C -0.46004 1.96610 0.97455  -0.686
C -0.34527 1.26242 -1.51833  -0.659
I -2.71154 -0.08496 0.02973  -0.002
H 0.03216 -3.85307 -0.50258  0.204
H 0.23722 -3.18440 1.22036  0.198
H 0.14641 -1.70373 -1.56640  0.217
H 1.47748 0.63333 1.52358  0.203
H 2.19582 -1.08107 0.89057  0.222
H -1.45147 2.51975 1.11476  0.250
H -0.27169 1.50157 2.03882  0.228
H 0.39669 2.61474 0.72164  0.224
H -1.17838 1.44371 -2.10141  0.231
H 0.22604 0.43217 -2.12640  0.214
H 0.36331 2.09422 -1.52137  0.217

---

Below is C16H12NNaS as an isolated structure, with properties calculated with ωB97M-V with the def2-TZVPD basis set.

E_HOMO	-6.3	eV
strongest force on any atom	3.6	eV/A
energy above the lowest of the compared OMol25 structures with the same formula, charge and spin	32.4	kcal per mole
total energy	-1232.02511	Eh
orbital gap	4.0	eV

Last column: natural (NBO) charge in e.
Atoms and positions in Å:
C -4.80737 1.52923 0.82954  -0.247
C -4.29276 0.23120 0.63960  -0.227
C -2.92541 0.00091 0.63509  -0.232
C -1.97473 1.05592 0.71398  0.169
N -0.64597 0.77357 0.44177  -0.603
C 0.40983 1.27261 0.99047  0.199
S 0.75050 2.56193 2.02600  -0.354
C -2.49218 2.31884 1.14788  -0.253
C -3.87921 2.56300 1.11541  -0.218
H -5.90034 1.69988 0.82177  0.207
H -5.00588 -0.58253 0.55468  0.203
H -2.54542 -1.01965 0.59140  0.205
H -1.80537 3.09698 1.55146  0.249
H -4.23784 3.57616 1.39700  0.207
C 2.68543 0.97869 -1.27984  -0.331
Na 3.95435 -3.60389 0.30212  0.984
C 2.47631 1.34823 0.07163  -0.091
C 1.85308 0.25050 0.82370  -0.363
C 1.83886 -0.89100 -0.14984  -0.029
C 2.40744 -0.46848 -1.40477  0.001
C 2.86037 -1.43882 -2.31272  -0.247
C 2.44500 -2.75345 -2.16335  -0.290
C 1.57819 -3.11388 -1.13773  -0.341
C 1.36845 -2.20795 -0.07951  -0.256
H 3.05098 1.63691 -2.09230  0.226
H 2.69867 2.37266 0.46509  0.271
H 2.15241 0.04657 1.97946  0.269
H 3.49037 -1.18943 -3.18705  0.223
H 2.70218 -3.50164 -2.90785  0.215
H 1.02933 -4.06662 -1.16504  0.227
H 0.76074 -2.47643 0.78194  0.228